Record 1
Here is a structure of composition C33H42Br2N4OPbSi4 from OMol25. Energies are from ωB97M-V/def2-TZVPD.

As for the orbital gap: 4.99 eV. As for the highest occupied orbital energy: -5.97 eV.

The geometry in XYZ format:
```
87
C33H42Br2N4OPbSi4, DFT ωB97M-V/def2-TZVPD
Pb 0.21450 0.28531 -0.85112
C 2.06035 -3.83202 0.13962
C 2.01564 -4.54841 -1.05721
C 1.39987 -3.97455 -2.14618
C 0.84455 -2.69345 -2.04351
N 0.86693 -2.02916 -0.86722
C 1.45688 -2.59397 0.18218
C 0.22783 -2.00290 -3.16080
C 0.40524 -2.38087 -4.49040
C -0.21614 -1.65151 -5.49289
C -1.01478 -0.57062 -5.14062
C -1.15062 -0.23232 -3.80153
N -0.50486 -0.91550 -2.82662
C -1.98180 0.86948 -3.34658
C -2.85842 1.58354 -4.17384
C -3.65950 2.56029 -3.62365
C -3.59138 2.80213 -2.25429
C -2.67378 2.08508 -1.51596
N -1.87696 1.16583 -2.03956
H 2.52752 -4.24835 1.01688
H 2.44620 -5.53565 -1.12014
H 1.34098 -4.51588 -3.07577
H 1.42886 -2.01939 1.09296
H 1.03854 -3.21245 -4.75110
H -0.09800 -1.92449 -6.53008
H -1.51445 0.00161 -5.90662
H -2.92167 1.36613 -5.22611
H -4.34538 3.12376 -4.23629
H -4.25159 3.51091 -1.78044
H -2.57097 2.21784 -0.45057
Br 4.26522 -0.47359 2.61699
C 4.49941 -0.56525 0.73938
C 5.69635 -1.05092 0.24396
C 5.85339 -1.21916 -1.10942
Br 7.51885 -1.91678 -1.74760
C 4.82184 -0.90281 -2.00620
C 4.87714 -1.11769 -3.39956
C 3.82687 -0.73316 -4.18770
C 2.71544 -0.14050 -3.57774
N 2.61857 0.03034 -2.28599
C 3.62233 -0.33449 -1.48077
C 3.41642 -0.15556 -0.05638
O 2.34933 0.31097 0.44602
H 6.49615 -1.30609 0.92388
H 5.74969 -1.59252 -3.82605
H 3.84351 -0.88170 -5.25494
H 1.87546 0.19399 -4.17008
C 0.93858 3.62035 1.63445
Si -0.90096 3.14663 1.85980
C -1.78635 4.39230 0.67727
C -1.56182 3.68697 3.58017
Si -1.05158 0.71237 1.71460
Si 0.05032 0.00107 3.75177
C 1.50965 1.13803 4.21169
C -1.17476 0.11898 5.22794
C 0.68578 -1.80642 3.75960
Si -3.20223 -0.36791 1.70732
C -4.25886 -0.08018 3.28085
C -2.84091 -2.24705 1.63828
C -4.41108 0.01908 0.27375
H 1.05395 4.66101 1.34434
H 1.39789 3.01613 0.85799
H 1.52107 3.46854 2.53434
H -1.56707 5.41488 0.98011
H -2.86532 4.28061 0.68586
H -1.45076 4.28696 -0.34975
H -1.52954 4.76702 3.69283
H -0.98739 3.25610 4.39347
H -2.59455 3.37856 3.71328
H 1.17501 2.08027 4.63469
H 2.10811 1.35494 3.33677
H 2.16661 0.66421 4.93403
H -1.73545 1.04692 5.21489
H -0.64233 0.07055 6.17422
H -1.88949 -0.69565 5.22317
H 1.62679 -1.88039 3.22602
H -0.01619 -2.49371 3.29602
H 0.87125 -2.16071 4.77138
H -3.76570 -0.45615 4.16940
H -5.21521 -0.59069 3.20497
H -4.46545 0.97267 3.44614
H -2.26131 -2.56314 2.49966
H -2.27476 -2.50714 0.74912
H -3.75327 -2.83570 1.63079
H -4.76577 1.04363 0.31671
H -5.28688 -0.62379 0.30285
H -3.93959 -0.12567 -0.69112
```

Record 2
Here is a cluster of 2 separate species, C8H11N2S in total from OMol25. Energies are from ωB97M-V/def2-TZVPD.

As for the orbital gap (alpha / beta): 6.36 / 8.15 eV. As for the highest occupied orbital energy (alpha / beta): -12.33 / -12.59 eV. Its charge is +1. The energy above the lowest of the compared OMol25 structures with the same formula, charge and spin comes out at 119.8 kcal per mole.

The geometry in XYZ format:
```
22
C8H11N2S, DFT ωB97M-V/def2-TZVPD
C 2.64355 -0.13501 1.00086
C 3.92927 -0.44378 1.24036
C 2.59587 0.30311 -0.35729
C 3.69808 0.34774 -1.14387
C -3.11377 0.31665 0.18407
C -0.95388 -0.46974 0.93548
C -2.57224 0.45544 -1.24534
C -0.32971 -0.04845 -0.43762
N -2.34004 -0.77667 0.87940
N -1.08977 0.32407 -1.34119
S 5.04527 -0.01610 -0.04618
H 1.72961 -0.32371 1.55340
H 4.28292 -0.61745 2.13107
H -3.32565 1.27043 0.68685
H -4.21179 -0.07984 0.21065
H -0.37017 -1.29637 1.39476
H -0.74765 0.49561 1.51668
H -2.97840 -0.34065 -1.95375
H -2.70745 1.55046 -1.43862
H -2.50848 -1.73093 0.55887
H 3.86990 0.64022 -2.13335
H -0.54549 0.57497 -2.19523
```

Record 3
Here is a structure of composition C34H57IrN4OP2 from OMol25. Energies are from ωB97M-V/def2-TZVPD.

As for the orbital gap (alpha / beta): 4.11 / 5.46 eV. As for the spin multiplicity: 6. As for the highest occupied orbital energy (alpha / beta): -12.85 / -17.35 eV. Its charge is +3. The energy above the lowest of the compared OMol25 structures with the same formula, charge and spin comes out at 50.1 kcal per mole. Its expectation value of S² is 8.81.

The geometry in XYZ format:
```
99
C34H57IrN4OP2, DFT ωB97M-V/def2-TZVPD
C 2.61202 0.40563 -1.88759
C 1.20457 2.20611 -1.37202
C 3.43125 1.21700 -2.66255
C 2.12573 3.10379 -1.97150
C 3.25002 2.60039 -2.60104
H 4.22263 0.74367 -3.25304
H 1.86786 4.16721 -1.96864
H 3.95489 3.26942 -3.08934
N 1.67474 0.94735 -1.10721
P 1.92697 -1.83128 -0.40473
P -1.45324 1.91908 -0.15912
C 2.63904 -1.10328 -1.96648
H 2.01071 -1.40090 -2.81533
H 3.64663 -1.45404 -2.21135
C -1.13846 -0.95031 0.96746
O -2.08759 -1.34152 1.52257
C -0.14212 2.56105 -1.15272
H -0.28120 3.61338 -1.38958
C -2.75554 2.74604 -1.51901
C -2.07130 2.69160 1.60097
C 1.16706 -3.50528 -0.87933
C 3.56959 -2.01292 0.52876
C -3.79341 1.63636 -1.60206
H -4.35917 1.50080 -0.67164
H -4.50737 1.84279 -2.41336
H -3.28854 0.69241 -1.82672
C -3.35947 4.08422 -1.11442
H -3.90964 4.08069 -0.17224
H -2.59444 4.86931 -1.07546
H -4.06876 4.38497 -1.90022
C -2.12397 3.02076 -2.89421
H -2.91884 3.14137 -3.65122
H -1.50375 3.92313 -2.90504
H -1.45938 2.20436 -3.20501
C -3.57065 2.37740 1.76021
H -3.72722 1.28777 1.75557
H -3.91367 2.77628 2.72876
H -4.20314 2.80961 0.98331
C -1.40807 2.06084 2.82419
H -1.54599 0.97661 2.87010
H -0.33809 2.27103 2.87589
H -1.86056 2.48389 3.73650
C -1.70776 4.17627 1.63976
H -2.18105 4.75919 0.84726
H -2.04314 4.59540 2.60495
H -0.61776 4.30582 1.55931
C 3.28960 -2.63360 1.90099
H 4.25801 -2.84736 2.37679
H 2.74113 -1.94312 2.55035
H 2.72110 -3.57092 1.84647
C 4.19738 -0.62625 0.73634
H 4.48649 -0.15358 -0.21024
H 3.52757 0.04887 1.27604
H 5.10765 -0.75389 1.34057
C 4.60749 -2.86859 -0.22531
H 5.59194 -2.64535 0.20693
H 4.43585 -3.94041 -0.10486
H 4.68179 -2.64982 -1.29411
C 0.71659 -3.41134 -2.33828
H 1.55660 -3.41243 -3.04488
H 0.08535 -4.27860 -2.58179
H 0.12276 -2.50208 -2.47861
C -0.07529 -3.73992 -0.00672
H -0.84504 -2.98383 -0.20003
H -0.50167 -4.72124 -0.26139
H 0.16889 -3.73113 1.06326
C 2.11647 -4.69641 -0.72723
H 2.97955 -4.62333 -1.40116
H 2.45243 -4.83413 0.30857
H 1.55570 -5.60063 -1.01231
Ir 0.28609 -0.19736 0.09157
N -0.43354 -0.26240 -1.69265
C -1.01700 0.27158 -2.59245
C -1.83307 -0.42692 -3.81527
C -2.34468 0.58253 -4.82121
C -0.90472 -1.37399 -4.56707
C -3.00903 -1.25348 -3.28142
H -3.10554 1.24594 -4.40862
H -1.53172 1.17674 -5.24043
H -2.82567 0.04461 -5.65099
H -0.86163 -2.33263 -4.04513
H -1.28626 -1.61600 -5.57139
H 0.09552 -0.94030 -4.66530
H -3.43019 -1.87143 -4.08677
H -2.66084 -1.93588 -2.49947
H -3.82931 -0.63357 -2.89827
N 2.65407 1.17458 5.82704
C 2.15044 0.91337 4.59890
C 2.37440 1.78719 3.51188
C 1.86481 1.46039 2.26161
N 1.15135 0.31513 2.05873
C 0.93517 -0.52344 3.09450
C 1.39380 -0.26026 4.37342
H 3.20141 2.00208 6.01716
H 2.50016 0.54904 6.60750
H 2.95454 2.70122 3.63407
H 2.01622 2.12119 1.40661
H 0.39054 -1.45152 2.88723
H 1.19090 -0.96818 5.17495
```

Record 4
Here is the molecule C6H10 from OMol25. Energies are from ωB97M-V/def2-TZVPD.

Its structure (SMILES) is CC1CC=CC1. As for the orbital gap: 9.95 eV. As for the highest occupied orbital energy: -8.77 eV. The energy above the lowest of the compared OMol25 structures with the same formula, charge and spin comes out at 39.3 kcal per mole.

The geometry in XYZ format:
```
16
C6H10, DFT ωB97M-V/def2-TZVPD
C 1.80455 -0.03552 -0.59796
C 0.81833 0.03516 0.60270
C -0.22899 -1.28767 0.34215
C -1.39651 -0.70012 -0.24100
C -1.32690 0.67511 -0.30015
C -0.17590 1.29438 0.30163
H 2.20980 -0.99235 -0.80353
H 1.08592 -0.06892 -1.38577
H 2.50864 0.78293 -0.40579
H 1.26886 -0.05085 1.53077
H 0.33125 -2.01453 -0.30614
H -0.17985 -1.66900 1.36690
H -2.24473 -1.17750 -0.72027
H -2.03701 1.37144 -0.76958
H 0.47966 1.99645 -0.29370
H -0.39006 1.93432 1.14288
```

Record 5
Here is a structure of composition C11H9NO4SZn from OMol25. Energies are from ωB97M-V/def2-TZVPD.

As for the orbital gap: 4.26 eV. As for the highest occupied orbital energy: -15.65 eV. Its charge is +2.

The geometry in XYZ format:
```
27
C11H9NO4SZn, DFT ωB97M-V/def2-TZVPD
C -3.01314 1.97328 -1.04010
C -2.14419 0.82764 -1.15625
C -0.72101 0.65688 -0.49460
C 0.33136 1.80480 -0.76662
C 1.77048 1.69743 -0.18852
C 2.10426 0.43556 0.66302
C 1.06684 -0.68084 0.96405
C -0.39950 -0.60864 0.38400
S -1.59362 -1.94885 0.76257
C -1.16317 -3.60774 0.03275
O -1.57206 -2.14139 2.26702
O -3.05249 -1.63921 0.38742
C 3.64194 0.61785 1.06335
O 4.46787 -0.18964 1.52388
N 3.97713 2.03199 0.71080
C 3.04852 2.65500 -0.28010
O 3.26829 3.64758 -1.01308
H -3.06404 2.76305 -1.87296
H -3.70609 2.14544 -0.12765
H -2.55384 -0.09666 -1.76879
H 0.02694 2.70959 -1.40126
H 1.41428 -1.57828 1.60095
H -0.02850 -3.79672 0.08085
H -1.71530 -4.40103 0.66024
H -1.57700 -3.67316 -1.05533
H 4.08485 2.64732 1.54739
Zn -2.89881 -2.25124 -1.48303
```

- Which formula does entry 5 have?
  C11H9NO4SZn